Record 1
52
Properties=species:S:1:pos:R:3:forces:R:3:lowdin_spin:R:1 method="wB97M-V/def2-TZVPD" multiplicity=4 de_lowest_kj_mol=261.8 charge=0 lumo_ev="-0.945 / -1.245" molar_mass_g_mol=495.4 s2=3.771 gap_ev="6.27 / 5.97"
V -1.8993 -0.8807 -0.6075 1.093 1.324 2.257 2.49
O 5.5635 -0.5713 -4.5006 -0.053 -0.009 0.056 0.00
S 6.7605 -0.6783 -3.6900 0.008 -0.029 0.174 0.00
O 7.4960 -1.9181 -3.8380 -0.019 0.048 0.020 0.00
O 7.5609 0.5285 -3.6285 -0.024 -0.036 0.065 0.00
C 6.1149 -0.8235 -1.9682 0.292 0.105 -0.792 0.00
N 7.0006 -0.8459 -0.9723 -0.114 -0.033 0.433 0.01
C 6.4970 -0.9338 0.2523 0.240 0.034 -0.397 0.00
C 5.1334 -0.9948 0.5007 -0.495 -0.046 0.142 0.01
C 4.2933 -0.9720 -0.6067 1.144 0.093 -0.097 0.00
N 4.8035 -0.8876 -1.8379 -0.459 -0.040 0.342 0.01
C 2.8297 -0.9849 -0.5568 -0.911 -0.001 0.010 0.05
C 2.1108 -1.0056 -1.7598 0.353 0.011 0.034 -0.01
C 0.7418 -0.9626 -1.7449 -0.269 0.048 0.066 0.06
N 0.0056 -0.8901 -0.6091 3.434 -0.148 -0.088 0.03
C 0.7035 -0.8665 0.5492 -0.235 0.097 -0.074 0.05
C 2.0745 -0.9245 0.6171 0.371 0.030 -0.139 -0.01
H 7.2204 -0.9477 1.0606 -0.070 -0.020 0.069 0.00
H 4.7581 -1.0565 1.5141 0.038 -0.014 -0.013 0.00
H 2.6638 -1.0358 -2.6908 -0.020 -0.016 0.001 0.00
H 0.1786 -0.9679 -2.6704 -0.006 -0.058 -0.005 0.01
H 0.1121 -0.7575 1.4490 -0.020 -0.059 0.009 0.00
H 2.5526 -0.8910 1.5861 -0.028 0.001 0.013 0.00
N -2.2573 -1.0657 2.3354 0.120 0.192 -0.333 0.03
C -3.4693 -0.5175 2.8125 -0.225 0.072 0.076 0.00
C -3.5221 0.1221 4.0470 0.078 0.010 -0.075 0.00
C -4.7220 0.6363 4.5135 -0.011 -0.032 -0.008 0.00
C -5.8779 0.5198 3.7568 -0.049 0.027 0.033 0.00
C -5.8191 -0.0859 2.5092 0.005 0.034 0.030 0.00
C -4.6224 -0.5946 2.0339 0.169 -0.069 -0.020 0.01
H -1.5654 -1.1574 3.0643 0.023 -0.117 0.027 0.00
H -2.3889 -1.9440 1.8551 -0.053 -0.210 0.169 0.01
H -2.6206 0.2147 4.6428 -0.020 -0.041 0.027 0.00
H -4.7559 1.1147 5.4836 0.012 0.009 -0.005 0.00
H -6.8176 0.8933 4.1406 0.009 0.038 -0.038 0.00
H -6.7127 -0.1592 1.9030 0.010 -0.029 -0.012 0.00
H -4.5588 -1.0596 1.0561 -0.086 -0.020 0.004 0.01
C -4.0763 -2.7614 -1.5487 -0.220 -0.271 -0.214 0.03
O -3.0392 -1.9581 -1.0484 -4.266 -4.023 -1.731 0.04
H -4.9890 -2.1757 -1.6870 0.087 0.049 0.023 0.00
H -4.2957 -3.5789 -0.8570 0.071 0.065 0.023 0.00
H -3.7964 -3.1975 -2.5106 0.033 0.049 0.043 0.00
N -0.5143 5.3380 -1.1587 -0.020 -0.063 -0.092 0.01
C -0.5674 4.0013 -1.2174 0.376 -0.271 -0.158 0.01
N 0.4502 3.3367 -1.7888 -0.024 0.090 0.105 0.01
N -1.6252 3.4100 -0.7057 -0.615 0.479 0.233 0.03
C -1.7753 2.1374 -0.6414 0.275 -0.401 0.043 0.08
N -1.9572 0.9894 -0.5335 0.057 3.166 -0.232 0.03
H 0.1882 5.8537 -1.6580 -0.016 0.018 0.020 0.00
H -1.3418 5.8182 -0.8501 0.016 0.009 0.034 0.00
H 1.2949 3.8055 -2.0679 0.007 -0.023 -0.022 0.00
H 0.4789 2.3322 -1.7280 0.007 -0.018 -0.036 0.00

***

Record 2
54
Properties=species:S:1:pos:R:3:forces:R:3:lowdin_spin:R:1 method="wB97M-V/def2-TZVPD" multiplicity=3 de_lowest_kj_mol=14.3 charge=+1 lumo_ev="-2.189 / -6.319" molar_mass_g_mol=685.4 s2=2.022 gap_ev="7.99 / 3.86"
Au 0.7900 -1.0124 -0.4308 -0.002 -0.268 0.044 0.48
N 3.8335 5.6441 2.5248 -0.062 0.029 -0.049 0.00
C 2.8169 4.7965 2.2030 -0.120 -0.110 -0.029 0.00
C 2.5924 4.4332 0.8635 -0.012 0.018 0.049 0.00
C 1.5699 3.5680 0.5420 0.003 0.029 0.061 0.00
C 0.7518 3.0621 1.5455 -0.414 -0.206 -0.205 0.00
C 0.9432 3.4210 2.8719 -0.082 -0.012 0.019 0.00
C 1.9659 4.2860 3.1973 0.089 0.082 -0.036 0.00
S -0.4880 1.8930 1.1036 0.681 -0.270 0.065 0.01
O -1.5421 1.8543 2.0636 0.057 0.003 0.221 0.01
O -0.8431 2.0997 -0.2807 0.130 -0.010 -0.203 0.02
N 0.3482 0.4566 1.0699 -0.433 0.168 -0.263 0.06
C 0.4966 -0.3248 2.1634 0.236 -0.313 0.840 0.01
N 0.4246 0.1030 3.4254 -0.222 0.312 -0.290 0.01
C 0.5484 -0.8038 4.3784 0.045 -0.176 -0.026 0.00
C 0.7961 -2.1514 4.1243 0.033 0.104 0.005 0.01
C 0.9366 -2.5017 2.7980 0.074 -0.150 0.013 0.01
N 0.7878 -1.6064 1.8314 -0.135 0.443 -0.289 0.14
H 4.4771 5.9481 1.8205 0.064 0.041 0.023 0.00
H 4.0389 5.8605 3.4807 0.031 0.011 0.028 0.00
H 3.2176 4.8520 0.0843 0.024 -0.034 0.010 0.00
H 1.3830 3.2814 -0.4849 0.069 0.054 -0.023 0.00
H 0.2819 3.0174 3.6271 0.047 0.023 0.031 0.00
H 2.1182 4.5926 4.2247 -0.019 -0.051 0.017 0.00
H 0.4558 -0.4358 5.3948 0.039 -0.033 -0.006 0.00
H 0.9115 -2.8744 4.9166 -0.028 0.003 -0.001 0.00
H 1.1729 -3.5155 2.4963 0.016 0.025 -0.024 0.00
C -1.2950 2.8657 -3.0536 0.133 0.304 0.112 0.01
N -1.7237 1.4736 -3.0652 -0.329 -0.205 -0.165 0.06
C -2.9822 1.0345 -3.3093 0.110 0.260 -0.004 0.09
C -2.9363 -0.3355 -3.3247 0.161 -0.266 0.084 0.09
N -1.6671 -0.7351 -3.0589 -0.425 0.352 0.102 0.05
B -1.0739 -2.1478 -3.4570 0.067 -0.439 0.049 0.01
N -1.2422 -3.2197 -2.3349 0.186 0.015 -0.042 0.01
C -2.3365 -4.0343 -2.1656 -0.116 -0.145 0.110 0.01
C -2.0105 -5.0151 -1.2915 -0.136 0.016 -0.107 0.01
N -0.7045 -4.7965 -0.9204 0.009 0.269 -0.184 0.01
C 0.0729 -5.6314 -0.0246 0.081 -0.160 0.091 0.00
C -0.2511 -3.7012 -1.5698 -0.102 -0.121 0.210 0.01
S 1.3575 -3.0960 -1.4111 0.159 0.153 -0.014 0.12
C -0.9396 0.3843 -2.8603 0.732 0.108 -0.017 0.04
S 0.7044 0.4880 -2.4283 -0.476 0.076 0.070 0.71
H -2.1313 3.4858 -3.3612 -0.038 -0.063 -0.046 0.00
H -0.4683 3.0038 -3.7485 -0.037 -0.089 -0.034 0.00
H -0.9871 3.1406 -2.0492 -0.030 -0.016 -0.037 0.00
H -3.8032 1.7091 -3.4792 0.014 0.006 0.032 0.00
H -3.7189 -1.0409 -3.5421 0.021 0.008 -0.073 0.00
H 0.0874 -2.0100 -3.6862 0.027 0.067 -0.035 0.00
H -1.7074 -2.5235 -4.4002 -0.106 0.056 -0.062 0.00
H -3.2582 -3.8705 -2.6950 0.035 0.009 -0.019 0.00
H -2.5816 -5.8495 -0.9245 0.025 0.021 0.028 0.00
H -0.6028 -6.1357 0.6613 -0.011 0.027 -0.001 0.00
H 0.7728 -5.0106 0.5273 -0.030 0.032 0.003 0.00
H 0.6409 -6.3750 -0.5821 -0.032 0.013 -0.032 0.00

***

Record 3
46
Properties=species:S:1:pos:R:3:forces:R:3:nbo_charge:R:1 method="wB97M-V/def2-TZVPD" charge=0 lumo_ev=0.474 molar_mass_g_mol=471.2 gap_ev=8.85
C -0.9770 2.5319 0.4309 0.029 0.052 -0.206 -0.70
C -0.9069 1.5524 -0.7055 -0.201 0.696 -0.270 0.25
N -1.0334 1.8553 -1.9399 0.120 -0.569 -0.035 -0.25
N -1.2088 3.1252 -2.3609 -0.277 0.540 1.167 -0.45
C -1.1640 3.4255 -3.6844 0.227 -0.219 -0.527 0.69
O -1.2181 4.5637 -4.0908 -0.034 0.074 0.037 -0.58
C -1.0718 2.2131 -4.5893 -0.030 -0.008 -0.025 -0.20
C 0.2385 1.4908 -4.6346 0.285 -0.143 -0.026 -0.14
C -0.1786 2.3313 -5.7970 0.037 0.167 -0.008 -0.44
H -0.4751 1.8310 -6.7085 -0.065 -0.126 0.053 0.23
H 0.3318 3.2716 -5.9567 0.051 0.019 0.119 0.25
Br 1.7110 2.0796 -3.5398 -0.105 0.067 -0.233 0.08
Br 0.2733 -0.4218 -4.8223 -0.058 0.106 -0.051 0.07
C -2.3796 1.4617 -4.6835 0.017 -0.012 -0.014 -0.60
H -2.6653 1.0797 -3.7051 -0.027 -0.045 0.002 0.23
H -2.3006 0.6289 -5.3789 -0.009 0.004 -0.009 0.23
H -3.1571 2.1370 -5.0371 -0.054 0.042 -0.041 0.23
H -1.2422 3.9095 -1.7097 0.038 -0.176 -0.219 0.39
C -0.6349 0.1378 -0.4305 0.062 -0.784 -0.035 -0.07
C 0.0427 -0.2371 0.7264 -0.042 0.191 -0.070 -0.20
C 0.3420 -1.5735 0.9601 -0.207 0.075 -0.277 0.14
C -0.0313 -2.5390 0.0268 0.066 0.089 0.124 -0.23
C -0.7030 -2.1665 -1.1227 0.053 0.057 0.052 -0.19
C -1.0085 -0.8399 -1.3530 -0.072 0.124 0.067 -0.19
H -1.5373 -0.5496 -2.2450 -0.029 0.036 -0.102 0.23
H -0.9860 -2.9163 -1.8455 -0.040 -0.083 -0.054 0.22
H 0.2088 -3.5781 0.2037 0.015 -0.119 0.036 0.20
N 1.0245 -1.9939 2.1055 0.092 -0.342 -0.099 -0.60
C 1.3529 -1.2788 3.2225 0.277 -0.488 0.127 0.69
O 1.0960 -0.1088 3.3926 -0.079 0.305 0.018 -0.61
C 2.0666 -2.1394 4.2474 0.078 0.351 -0.075 -0.32
H 2.9983 -2.5067 3.8119 -0.022 -0.003 -0.011 0.22
C 2.2418 -1.5016 5.6336 0.130 0.248 0.017 -0.39
H 3.2694 -1.3297 5.9436 0.026 0.051 0.005 0.21
H 1.6850 -0.5707 5.7184 0.030 0.018 -0.020 0.23
C 1.5423 -2.7089 6.2762 -0.031 -0.098 0.299 -0.40
H 0.6828 -2.4727 6.8989 -0.003 -0.032 0.067 0.21
H 2.2177 -3.3502 6.8384 -0.011 -0.036 0.039 0.20
C 1.2081 -3.2573 4.8802 -0.143 -0.339 -0.055 -0.40
H 1.5452 -4.2739 4.6842 -0.062 -0.037 -0.037 0.21
H 0.1517 -3.1796 4.6267 -0.035 -0.020 -0.046 0.21
H 1.2582 -2.9774 2.1171 0.012 0.186 0.093 0.40
H 0.3681 0.4974 1.4421 -0.029 0.028 0.044 0.25
H -1.7509 3.2786 0.2503 -0.015 0.041 0.037 0.22
H -1.2053 2.0232 1.3618 -0.006 0.031 0.060 0.24
H -0.0213 3.0460 0.5414 0.043 0.082 0.081 0.24

***

Record 4
46
Properties=species:S:1:pos:R:3:forces:R:3:nbo_charge:R:1 method="wB97M-V/def2-TZVPD" de_lowest_kj_mol=127.5 charge=0 lumo_ev=-0.021 molar_mass_g_mol=458.6 gap_ev=6.29
Ti -0.3010 0.0066 -0.2481 2.451 0.015 -0.566 1.12
Br 0.2855 7.5483 -3.0548 0.005 -0.035 -0.094 0.02
C 0.0585 5.9313 -2.0821 0.014 -0.047 -0.063 -0.14
C -1.1955 5.6168 -1.5722 0.263 0.102 -0.157 -0.23
C -1.3351 4.5171 -0.7581 0.207 -0.276 0.007 -0.21
C -0.2247 3.7065 -0.4392 -0.539 0.431 -0.967 0.15
C 1.0135 3.9889 -1.0590 -0.319 -0.361 0.266 -0.26
C 1.1510 5.1001 -1.8594 -0.312 0.430 -0.056 -0.20
N -0.3427 2.8010 0.5328 1.425 0.045 1.925 -0.44
C 0.0376 1.6715 0.9429 -1.464 -0.080 -0.301 -0.05
C -1.8447 -0.5496 0.9824 -0.824 -0.506 -0.130 0.00
C -2.9777 -0.6425 1.7873 0.164 -0.007 0.269 -0.25
C -3.8535 -1.7067 1.6313 0.300 0.273 -0.117 -0.15
C -3.6413 -2.6024 0.5917 0.127 -0.103 -0.117 -0.26
C -2.5320 -2.4394 -0.2170 0.134 -0.360 -0.111 0.06
N -1.6409 -1.4791 0.0225 -1.383 0.096 0.691 -0.49
H -2.0514 6.2386 -1.7944 0.023 0.068 0.006 0.22
H -2.2925 4.2775 -0.3194 -0.076 0.013 0.063 0.21
H 1.8529 3.3359 -0.8732 0.061 -0.039 0.065 0.23
H 2.1102 5.3461 -2.2908 0.048 -0.013 -0.038 0.22
H 0.1473 1.5108 2.0230 0.046 0.372 0.202 0.15
H -3.1591 0.1003 2.5516 0.012 0.050 0.025 0.22
H -4.7001 -1.8222 2.2925 -0.106 0.014 -0.004 0.22
H -4.3279 -3.4131 0.4087 -0.051 -0.081 -0.065 0.23
H -2.3410 -3.0910 -1.0648 -0.016 -0.015 0.104 0.20
C 3.5725 -2.9271 2.3071 -0.180 0.139 -0.031 -0.58
C 2.6440 -3.1118 1.1002 0.583 -0.653 -0.005 -0.18
C 1.9940 -4.5036 1.1309 -0.101 0.133 -0.002 -0.58
C 3.4137 -2.8858 -0.2101 -0.051 0.074 -0.014 -0.59
C 1.6114 -2.1021 1.1207 -1.233 1.074 0.153 0.53
N 0.8125 -1.2743 1.0420 1.552 -1.559 0.810 -0.40
H 4.3975 -3.6303 2.2323 0.051 -0.080 -0.021 0.22
H 3.0387 -3.1076 3.2370 -0.016 -0.010 0.098 0.22
H 3.9728 -1.9177 2.3257 0.103 0.096 0.031 0.23
H 2.7700 -5.2663 1.0888 0.047 0.008 -0.006 0.22
H 1.3275 -4.6374 0.2795 0.000 -0.028 -0.023 0.22
H 1.4175 -4.6406 2.0456 0.010 -0.037 0.017 0.22
H 4.2876 -3.5306 -0.2343 0.078 -0.119 0.031 0.22
H 3.7273 -1.8477 -0.2896 0.080 0.033 -0.050 0.24
H 2.7826 -3.1067 -1.0674 -0.019 0.004 -0.085 0.23
C -2.3227 0.8735 -2.2229 -1.154 0.282 -0.705 -0.24
O -1.1207 0.6547 -1.6003 -0.770 0.752 -0.854 -0.61
H -2.9914 1.4577 -1.5677 0.145 -0.148 -0.243 0.18
H -2.8175 -0.0852 -2.4630 0.116 0.273 0.053 0.16
H -2.1773 1.4340 -3.1598 -0.041 -0.148 0.250 0.19
Cl 1.7642 0.2038 -1.2290 0.610 -0.071 -0.243 -0.43